{
  "formula": "C6H13FN",
  "method": "the ωB97M-V functional and the def2-TZVPD basis",
  "max_force_ev_per_a": 3.55,
  "total_charge": 1,
  "relative_energy_kcal_mol": 14.5,
  "e_lumo_ev": -4.7,
  "elements": ["H", "H", "H", "C", "N", "H", "H", "H", "H", "H", "H", "C", "H", "C", "H", "C", "H", "C", "C", "H", "F"],
  "coordinates": [[1.736, -2.307, -2.574], [-1.070, 3.352, 1.817], [-0.640, -1.812, -0.834], [-0.191, 1.323, 1.635], [0.261, -2.252, -1.049], [-1.029, -0.614, 1.322], [1.271, 2.017, 0.126], [0.557, 3.195, 2.411], [-0.661, 2.661, 3.281], [0.940, -2.780, -0.457], [0.692, -0.427, -3.525], [0.636, 1.205, 0.599], [-0.072, -1.919, -4.297], [-0.816, 0.097, 2.230], [-1.717, 0.260, 2.994], [0.732, -1.910, -2.194], [0.004, -0.457, 2.654], [0.011, -1.307, -3.311], [-0.407, 2.701, 2.302], [-1.040, -1.025, -3.144], [0.803, -0.001, 0.016]],
  "forces_ev_per_a": [[-1.114, 0.617, 1.422], [-0.983, 0.691, -0.952], [0.383, -0.776, 0.891], [-0.080, 1.329, 0.344], [1.407, 0.329, -1.039], [-0.586, 1.189, 1.799], [-1.008, -1.197, 0.643], [0.205, 0.258, -0.602], [-1.348, -0.800, 2.994], [-1.507, 0.818, 0.178], [-1.072, -0.497, -0.271], [0.201, 2.277, 0.411], [0.884, 0.589, 1.888], [-1.582, -1.022, -1.013], [2.086, -0.432, -1.994], [0.875, -2.638, -2.201], [0.116, -0.222, 1.012], [-0.400, 1.028, -1.370], [2.643, -1.136, -2.035], [0.533, 0.294, 0.410], [0.348, -0.698, -0.513]]
}